[1]
107
Properties=species:S:1:pos:R:3:forces:R:3 method="wB97M-V/def2-TZVPD" homo_energy_ev="-9.569 / -9.570" multiplicity=1 gap_ev="4.70 / 4.70" total_energy_ha=-6565.02961 total_charge=+1 lumo_energy_ev="-4.87 / -4.87" fmax_ev_per_a=3.54
C 4.216050 -1.720545 1.106497 -0.17 0.25 0.04
C 0.046450 0.147055 -6.583203 -0.12 -0.02 0.03
N -2.195850 -0.257645 0.418297 -3.30 -0.57 1.14
C 1.858750 -8.459745 -0.109203 -0.10 -0.03 0.00
H 2.055550 1.632155 -1.385703 0.05 0.03 -0.26
C 4.690150 0.270855 -0.371203 -0.29 0.00 0.25
C 1.177350 -9.665145 -0.136903 -0.06 -0.12 -0.01
H -1.291050 -0.321645 7.002197 -0.10 0.07 -0.02
H 0.224150 3.393655 3.861597 -0.06 0.06 0.16
H 1.566150 -1.574145 2.405197 -0.25 -0.04 0.17
H -2.258550 2.270455 2.302597 -0.07 0.08 -0.01
C 1.234850 4.975555 -1.304103 -0.38 -0.24 0.15
H 0.918250 5.686955 -0.547603 -0.04 0.20 0.04
C -0.225350 -7.274645 0.145697 0.49 -0.57 -0.06
I 0.154850 -0.567445 -2.129403 0.36 -0.40 -1.95
H -2.094450 3.619055 3.422197 0.00 0.04 0.15
C -0.367450 5.124655 1.932297 0.06 -0.20 -0.30
N -0.299650 -0.668245 4.780397 -0.40 0.08 0.37
N -1.937950 -0.093245 6.265497 -0.07 0.04 0.00
H 2.935550 -8.438245 -0.188203 0.07 0.00 -0.02
N -0.843150 -6.009945 0.323097 -0.99 0.23 0.16
H 2.788950 3.003655 -2.232803 0.16 0.04 -0.08
C 1.166450 -7.274445 0.028697 0.10 0.05 0.01
H -1.179450 2.116755 -2.853203 0.05 -0.08 -0.09
C -1.484850 3.144055 -2.657303 0.26 -0.06 0.27
C -4.390750 -0.822045 -0.457403 -0.70 0.25 0.91
H -0.634950 5.494555 2.921797 -0.03 0.03 0.18
O 1.572250 0.530555 0.914197 -1.57 0.54 0.24
H -2.589050 -0.867745 -1.552703 0.14 0.13 0.15
H 2.208250 5.293555 -1.679803 0.14 0.01 0.00
C -3.078550 2.516755 -0.926603 0.20 0.00 0.02
C -2.223550 4.825655 -1.002803 0.23 -0.13 0.23
O 3.284750 0.803055 2.307897 -0.67 -0.24 -1.12
H -1.375150 5.495355 -1.072703 0.10 0.20 0.01
C 1.361650 3.566855 -0.712203 -0.05 -0.68 0.15
C 2.353450 0.218155 -5.927003 -0.10 -0.07 -0.02
H 2.948950 -1.846145 -1.009303 -0.08 0.08 0.12
H -0.703850 3.810955 -3.003403 0.12 0.04 -0.13
H 1.142250 2.530355 -2.626003 -0.05 -0.14 -0.12
H -4.602650 -0.002445 2.810297 -0.06 -0.04 0.12
H -0.712250 0.155255 -7.348803 -0.10 0.03 -0.07
H 3.398750 0.277655 -6.182003 0.13 0.04 -0.01
H -2.932250 5.108155 -1.782103 -0.11 -0.03 -0.11
C 1.385750 0.237955 -6.917703 0.02 0.04 0.10
S -3.466450 -6.682845 0.634997 -0.29 0.11 0.03
H -3.328950 2.426655 0.126797 -0.08 -0.06 0.19
H -3.929150 2.976855 -1.428203 -0.16 0.07 -0.11
H 1.696150 -6.337345 0.051297 0.05 -0.06 0.01
C 1.857850 2.620055 -1.812703 -0.11 0.05 0.24
C 3.603450 -0.558145 0.324097 0.00 -0.01 -0.10
H 5.282350 -0.376845 -1.014803 0.03 -0.08 -0.01
O 2.641450 -1.015545 -0.620403 0.95 -0.08 -0.14
H -0.980550 5.645655 1.205797 -0.07 0.18 -0.07
H -0.742050 -10.601745 -0.058203 -0.08 -0.04 -0.02
W -0.173850 0.224755 0.502197 1.91 -0.96 -1.78
H -4.971550 -1.140545 -1.305703 0.02 -0.09 -0.16
H 2.298950 4.393555 1.078397 0.03 0.02 0.16
N -2.438450 -0.033845 4.025397 -0.59 -0.12 -1.23
C -2.005750 3.330855 2.374097 0.12 -0.09 -0.27
S -2.300250 -3.943945 0.751797 0.88 -0.67 -0.16
C 0.375850 2.955355 2.874797 -0.05 -0.13 -0.17
H -2.884550 0.178155 6.460597 -0.01 -0.02 0.10
Si -0.338850 2.786655 0.066897 -0.57 1.88 -0.26
C -0.549150 -3.833945 0.526097 -1.28 -0.37 0.22
H -2.712350 4.979255 -0.046003 -0.06 0.15 0.15
H -2.959250 1.521955 -1.351403 -0.01 0.05 -0.03
C -5.022050 -0.516445 0.759097 0.42 -0.21 -1.01
H 0.671050 5.384755 1.757997 0.12 0.12 -0.03
C -1.820150 3.359455 -1.175703 0.13 -0.43 0.24
H -2.371650 3.342055 -3.259803 -0.15 0.01 -0.07
H 4.243850 1.052255 -0.982803 -0.03 0.07 0.01
H 4.938150 -2.238945 0.477097 0.03 -0.05 0.01
H 1.719550 -10.592845 -0.237503 0.03 -0.09 -0.01
C -1.968850 -0.088245 2.791997 1.84 0.05 1.77
C -2.832450 -0.118845 1.654897 -1.01 -0.25 -1.71
H 0.198150 1.878755 2.957897 0.07 0.27 0.09
C 2.495150 3.643755 0.319397 -0.27 -0.12 0.01
C -0.330150 0.030155 -5.252903 -0.18 -0.03 0.44
H 0.539750 5.021955 -2.135003 -0.08 0.07 -0.08
C -1.553650 -0.247245 5.004197 0.96 -0.16 -0.13
H 1.670950 0.323055 -7.954203 0.01 0.01 -0.10
N 0.002750 -4.966445 0.317597 0.94 0.92 -0.09
H -2.742150 3.898255 1.812697 -0.19 0.01 -0.05
H 4.717650 -1.333445 1.989997 0.13 -0.06 0.02
C -0.911250 -8.482645 0.100097 -0.27 0.02 0.02
H 3.423150 3.933555 -0.175303 0.11 0.02 -0.14
Br -2.158750 -0.088145 -4.795603 -0.10 0.00 -0.17
C 2.809550 0.342355 1.298497 3.16 -0.30 1.19
N -0.633850 -0.237245 2.479997 -1.81 0.41 1.19
C -3.038250 -0.669745 -0.586703 1.15 0.27 0.00
H -6.091250 -0.570545 0.857997 -0.20 -0.04 0.03
H 2.721750 0.035255 -3.821103 0.17 0.05 0.11
H 1.419750 3.098255 2.615597 0.11 -0.03 0.00
H 5.336950 0.724055 0.373997 0.14 0.07 0.04
C -2.150750 -5.711945 0.540397 -0.58 0.07 0.10
H 1.863450 -1.456845 4.101797 -0.01 0.03 -0.01
C 1.978950 0.087455 -4.600303 -0.02 -0.08 0.48
H -1.984650 -8.518745 0.172197 0.09 0.04 0.01
C 0.640250 -0.008645 -4.266503 -0.43 0.22 0.82
N 1.359650 -1.129345 3.292497 -0.23 0.03 0.23
H 3.444650 -2.428145 1.412497 -0.02 -0.04 0.00
C -4.221150 -0.186345 1.819997 1.08 0.15 0.24
C -0.585150 3.611555 1.870297 -0.01 -0.47 -0.21
C 0.115350 -0.683045 3.535897 0.81 -0.10 -0.23
S 0.396050 -2.416645 0.543397 0.34 0.77 -0.52
H 2.669050 2.688855 0.806697 0.09 0.11 0.12
C -0.203150 -9.666545 -0.036203 0.25 0.00 -0.03

[2]
84
Properties=species:S:1:pos:R:3:forces:R:3 method="wB97M-V/def2-TZVPD" homo_energy_ev=-5.869 multiplicity=1 relative_energy_ev=6.510 gap_ev=5.34 total_energy_ha=-4254.33668 lumo_energy_ev=-0.53 fmax_ev_per_a=3.65
O -3.759494 -4.260305 1.347361 1.12 0.56 0.24
C -1.872314 -6.461225 0.979331 -0.48 -0.09 -1.45
H -7.261734 1.066085 1.904541 0.41 -0.13 0.01
C -5.292874 -0.612925 -2.023689 0.67 -1.09 -1.05
H -6.441744 1.887015 -3.214369 0.19 -0.51 0.41
C -3.218524 -2.499595 3.988811 -0.52 0.68 0.94
C 2.323456 -4.886425 -4.055939 0.56 1.31 0.31
F 2.947316 -1.312145 -6.350669 0.06 1.37 -0.45
H -4.425184 -0.187505 -2.527919 -0.16 0.21 -0.18
H -4.301624 -2.416355 3.898871 -0.02 -0.20 -0.46
C 1.837366 -0.533995 5.600551 0.12 -0.26 -0.22
C 6.348536 3.871335 -0.450359 1.04 -1.69 0.77
O -3.557444 1.695885 -0.653999 0.36 -0.54 0.15
H -1.032014 -7.154155 0.936351 0.20 0.38 0.35
H 2.901386 -5.319495 -4.872349 -0.36 0.15 -0.58
H 4.044286 -4.175375 -2.990569 0.12 -0.26 -0.16
H 0.302446 4.439995 5.469741 -0.33 0.07 0.11
C 3.031456 3.698175 6.301081 -0.33 0.76 1.19
C 2.457316 5.390355 -1.711999 -1.84 1.38 -0.31
O 2.343406 0.810955 5.697581 -0.45 1.56 -0.70
H 6.777186 3.550475 -4.721079 -0.04 -0.11 0.06
H -6.174214 -0.658875 -2.663389 0.11 0.21 -0.13
H -1.842664 -5.764965 0.141211 0.23 -0.29 -0.31
C 0.138576 3.783265 4.615361 0.41 0.42 0.82
O 3.582326 5.544285 -2.559359 2.42 -2.30 0.67
H -5.011184 -1.639585 -1.789809 -0.07 -0.06 0.13
H -4.454084 -5.818705 2.585831 -0.16 0.44 0.42
O 5.815576 4.856345 -3.502409 -0.94 0.38 1.42
O -2.773084 -3.833425 3.690391 0.68 -0.11 -1.35
O -5.933564 2.458505 -1.199889 0.58 -0.19 -0.38
H 0.758516 4.228415 3.837141 -0.17 -0.50 -0.38
H -2.770824 -7.068475 0.869661 -0.16 -0.01 0.07
O 0.593586 -1.985095 -4.952369 2.22 -1.70 -2.24
H -5.635074 -4.503645 2.029721 -0.13 -0.55 0.25
H -2.748174 -1.653755 3.487391 0.26 -0.57 -0.74
H -7.174284 2.381895 0.693311 -0.28 -0.39 -0.11
C 5.863456 4.144655 -4.708549 0.55 -0.99 -1.70
H 5.916536 4.793665 -5.582659 0.00 0.52 0.36
H 2.415026 -1.207685 6.233441 0.84 0.36 -0.37
O 0.584896 2.472895 5.054701 0.05 0.08 -0.60
K 0.861306 -0.134935 -1.376739 0.01 -0.35 -0.55
P 4.757206 4.401445 -2.391919 -0.70 -0.26 -0.13
H -6.587004 2.722005 2.236781 -0.20 -0.38 0.53
C 2.621596 -2.573465 -6.496849 -0.29 -0.68 2.55
F 2.282536 -2.810745 -7.773339 -0.02 0.01 0.17
H 7.261326 4.384655 -0.148019 -0.26 0.08 0.36
O 2.231356 1.629905 3.152721 -0.56 0.34 1.90
H 0.998696 -3.856645 -5.887209 -0.53 -0.25 -0.53
O 5.447056 4.777795 -0.976569 -1.63 1.11 -2.32
P 2.026916 1.987575 4.586161 1.58 -0.49 -0.28
H 1.604886 5.182485 -2.358709 -0.07 -0.12 -0.03
H 2.381116 4.683235 -0.885989 1.10 -0.28 -0.16
H 5.025096 3.477235 -4.908059 -0.10 0.02 0.52
O 3.011226 3.254765 4.977781 -1.11 -2.41 -1.22
H 1.414866 -5.458955 -3.869429 -0.14 -0.24 -0.12
C -6.666694 1.897985 1.527741 -1.35 1.72 0.15
H 4.038416 3.622775 6.711491 -0.09 -0.10 -0.01
F 3.808566 -3.237225 -6.250689 -0.50 -0.38 -0.45
O -1.931504 -5.724345 2.161211 0.07 1.87 2.36
C 3.275846 -4.939955 -2.876459 -0.46 -0.51 -0.14
H 2.772556 -4.760765 -1.926359 -0.03 -0.15 0.05
O 2.008526 -3.510515 -4.199919 1.34 -0.43 -0.03
H -5.040454 -5.858335 0.983271 -0.14 0.41 -0.30
O 4.332966 2.969805 -2.501059 0.28 1.92 0.29
C -4.801294 -5.162665 1.787611 0.56 0.14 -0.22
H 1.883146 -0.810035 4.547081 -0.18 -0.40 0.20
H 2.312036 3.176035 6.931881 0.19 -0.28 0.09
H 2.709426 4.739255 6.324311 0.23 0.19 -0.07
H -6.107794 3.534645 -2.934029 0.43 0.10 0.10
C -5.752084 2.537145 -2.676049 -0.65 0.61 0.96
H 6.667906 3.075665 -1.123419 -0.13 0.16 -0.51
O -5.350174 1.608115 1.169961 1.08 -0.91 -1.84
H 0.862196 -0.719025 6.051011 -0.51 0.92 -0.45
P -4.967384 1.445645 -0.374839 -0.98 0.42 -1.24
O -5.604734 0.054645 -0.851179 0.09 0.85 2.30
H 5.837936 3.323085 0.341351 0.37 0.25 0.46
O -1.335434 -3.242965 1.569871 -0.98 -0.27 0.19
H 3.664016 -5.956045 -2.947059 0.52 0.03 0.72
P -2.345954 -4.141905 2.147851 -0.75 -1.61 -0.21
H -3.040454 -2.258835 5.036861 0.29 -0.66 0.16
C 1.474166 -2.997595 -5.413859 -2.54 2.12 1.54
H -0.923174 3.768795 4.369241 0.26 -0.27 -0.12
H -4.715804 2.385735 -2.978209 -0.11 0.01 0.19
H 2.294506 6.394015 -1.319229 -0.14 -0.11 0.31